[1]
Molecular formula: C31H43F6HgN6O5S7Si2Te
Method: DFT, wB97M-V/def2-TZVPD

The geometry in XYZ format:
```
102
Properties=species:S:1:pos:R:3:forces:R:3:lowdin_charge:R:1
Hg -0.0601 -0.3228 0.1719 0.41 0.30 0.19 0.6651
S 5.5662 0.7246 5.0194 0.05 0.02 0.04 0.4012
C 4.3349 0.4014 3.9500 -0.11 -0.05 -0.07 -1.5531
S 4.5688 -0.0221 2.3056 -0.03 0.03 -0.03 0.8533
C 2.8922 -0.2133 1.8164 -0.02 0.01 -0.03 -1.1738
C 1.9804 -0.0023 2.7994 0.01 0.02 -0.03 -1.1675
S 0.2344 -0.0751 2.7740 -0.11 -0.12 -0.06 0.4222
S 2.6695 0.4381 4.3559 -0.04 0.01 0.00 0.8554
S 2.6522 -0.5763 0.1240 0.08 0.08 -0.01 0.3865
C -0.6410 -1.2496 -5.5986 0.11 0.00 0.11 -0.0164
C -0.1706 -0.3751 -4.4832 0.04 -0.20 0.05 -0.2860
C 0.3699 0.8894 -4.5013 0.00 0.25 -0.03 0.0010
C 0.5484 1.2513 -3.1530 0.13 0.17 0.04 -0.3412
N 0.1816 0.2630 -2.3522 -0.31 -0.40 -0.09 0.0459
N -0.2334 -0.7242 -3.1838 -0.01 -0.04 -0.08 0.0426
C 1.0591 2.5579 -2.6328 0.01 -0.12 0.02 -0.0342
H -0.3539 -0.8066 -6.5529 0.02 -0.01 0.04 0.0758
H -1.7277 -1.3429 -5.5706 -0.02 0.01 -0.02 0.0465
H -0.2077 -2.2484 -5.5262 -0.02 0.02 -0.01 0.0754
H 0.5806 1.4935 -5.3728 -0.05 -0.07 0.10 0.1010
H -0.7385 -1.5137 -2.7994 0.01 0.04 0.00 0.1138
H 1.1698 3.2651 -3.4565 0.01 -0.02 0.02 0.0678
H 2.0292 2.4360 -2.1460 -0.03 0.01 0.01 0.0706
H 0.3670 2.9731 -1.8996 0.05 0.01 -0.07 0.0580
C 1.0535 7.7729 -3.4117 -0.03 -0.05 0.11 -0.0571
C 0.4586 7.5956 -2.0355 0.02 0.04 -0.07 -0.2868
C 0.7704 8.4531 -0.9889 0.00 0.01 0.09 -0.0555
C 0.2247 8.2749 0.2768 0.12 0.10 -0.03 -0.0342
C -0.6634 7.2372 0.5258 -0.07 -0.09 0.10 -0.2545
N -1.1998 7.1243 1.8309 0.19 -0.17 -0.16 0.1275
C -1.9976 6.1286 2.3736 0.02 0.05 -0.27 -0.5345
O -2.8772 6.4047 3.1691 0.02 0.01 0.07 0.0556
N -1.7687 4.8445 1.9558 0.27 -0.15 0.01 0.1395
C -0.5642 4.2069 1.5527 -0.18 0.14 0.05 -0.2212
C 0.7102 4.7220 1.7348 0.08 0.02 0.14 -0.0105
C 1.7940 3.9763 1.2999 0.03 0.05 0.01 -0.0290
C 1.5794 2.7475 0.6973 0.15 -0.01 0.13 -0.1676
N 0.3572 2.2594 0.5296 -0.14 0.05 -0.02 0.0114
C -0.6837 2.9618 0.9527 -0.18 -0.13 -0.24 -0.0920
C -0.9935 6.3763 -0.5183 -0.06 -0.03 -0.12 -0.0125
C -0.4304 6.5575 -1.7722 -0.04 -0.05 0.03 -0.0290
H 1.6153 8.7056 -3.4799 -0.01 -0.03 0.00 0.0677
H 0.2715 7.7886 -4.1738 0.03 0.00 0.01 0.0771
H 1.7308 6.9505 -3.6562 -0.03 0.04 0.01 0.0793
H 1.4644 9.2708 -1.1556 -0.04 -0.02 0.01 0.1046
H 0.4966 8.9469 1.0857 0.00 -0.03 -0.05 0.1088
H -1.3110 7.9874 2.3294 -0.10 0.18 0.06 0.1388
H -2.5112 4.2185 2.2180 -0.08 -0.08 0.15 0.1547
H 0.8628 5.6715 2.2284 -0.02 0.02 -0.02 0.1125
H 2.8039 4.3435 1.4369 -0.05 -0.02 0.01 0.1078
H 2.3985 2.1157 0.3619 -0.08 0.07 -0.03 0.0671
H -1.6620 2.5082 0.7941 0.08 0.02 0.01 0.1108
H -1.6881 5.5632 -0.3571 0.03 0.07 -0.06 0.1150
H -0.6948 5.8675 -2.5683 0.00 0.03 0.07 0.1198
C -2.6687 -3.0829 2.3180 -0.08 0.22 -0.06 -0.1686
Si -2.1292 -4.7261 1.6322 -0.12 -0.13 -0.05 0.3640
C -1.0398 -5.6132 2.8789 0.06 -0.11 0.10 -0.1987
C -3.6276 -5.7958 1.2728 -0.15 -0.03 -0.05 -0.1813
C -1.1538 -4.4939 0.0515 0.02 0.17 -0.08 -0.5422
Te 0.5066 -3.1706 0.4115 -0.15 -0.33 -0.25 1.2300
C 1.3301 -3.4740 -1.5442 -0.06 0.00 -0.06 -0.5730
Si 2.6308 -4.8130 -1.5562 -0.05 -0.03 -0.13 0.3583
C 4.1170 -4.2659 -0.5747 0.15 0.11 0.11 -0.1919
C 3.1115 -5.1432 -3.3405 0.10 -0.02 -0.17 -0.1905
C 1.9390 -6.4009 -0.8428 -0.14 -0.11 0.06 -0.1977
H -3.2056 -3.2011 3.2657 0.04 -0.01 -0.06 0.0371
H -3.3320 -2.5775 1.6044 0.18 -0.13 0.19 0.0143
H -1.8137 -2.4206 2.4997 -0.07 -0.02 0.02 -0.0014
H -1.6013 -5.8740 3.7850 0.07 0.04 -0.12 0.0244
H -0.1996 -4.9773 3.1733 -0.02 -0.06 0.01 0.0163
H -0.6301 -6.5381 2.4542 -0.04 0.09 0.06 0.0258
H -4.1758 -6.0392 2.1926 0.08 0.04 -0.14 0.0239
H -3.3346 -6.7343 0.7876 -0.05 0.10 0.06 0.0258
H -4.3092 -5.2640 0.5972 0.09 -0.10 0.08 0.0345
H -1.7699 -4.0119 -0.7161 0.12 -0.09 0.12 -0.0057
H -0.7660 -5.4416 -0.3359 0.02 0.09 0.10 0.0067
H 1.7601 -2.5177 -1.8557 -0.08 -0.04 0.02 -0.0173
H 0.4824 -3.7146 -2.1972 0.09 0.07 0.09 0.0105
H 4.5588 -3.3641 -1.0137 -0.03 -0.11 0.06 0.0299
H 4.8847 -5.0493 -0.5309 -0.11 0.11 0.00 0.0269
H 3.8198 -4.0056 0.4477 0.07 -0.05 -0.09 0.0224
H 3.5325 -4.2433 -3.8050 -0.05 -0.12 0.05 0.0289
H 2.2292 -5.4383 -3.9211 0.12 0.03 0.05 0.0294
H 3.8561 -5.9462 -3.4162 -0.10 0.11 -0.01 0.0228
H 1.5733 -6.2355 0.1771 0.04 -0.07 -0.09 0.0109
H 2.7011 -7.1874 -0.8112 -0.06 0.07 0.00 0.0262
H 1.1007 -6.7633 -1.4510 0.10 0.03 0.09 0.0331
F -5.6068 -0.0600 -0.7811 -0.06 -0.07 0.02 0.1241
C -4.6268 -0.7311 -0.1855 0.30 0.35 0.34 -0.6572
F -4.4669 -0.1872 1.0539 -0.22 -0.19 -0.26 0.0760
F -4.9930 -1.9943 0.0066 -0.13 -0.02 -0.16 0.1155
S -2.9922 -0.5572 -1.1149 0.31 0.25 0.01 0.4837
O -2.3663 0.4916 -0.2710 0.11 -0.20 -0.56 -0.4313
O -2.3725 -1.8678 -0.9034 -0.06 0.20 0.10 -0.4257
N -3.1844 -0.1434 -2.5753 -0.31 -0.10 0.55 -0.3349
S -3.6818 -1.5973 -3.5152 -0.41 -0.33 -0.24 0.6182
O -4.9539 -1.9829 -2.8936 0.20 0.09 -0.15 -0.4231
O -3.7781 -1.1023 -4.8911 0.05 0.19 0.25 -0.4412
C -3.0426 -3.7118 -3.9970 0.16 -0.33 0.04 -0.5346
F -1.6637 -3.8062 -3.9479 -0.09 0.14 -0.02 -0.0064
F -3.4718 -4.6106 -3.0766 -0.03 0.15 -0.08 0.0426
F -3.3843 -4.2283 -5.2129 0.05 0.09 0.14 0.0369
```
Positions in Å, forces in eV/Å.

Results
Spin multiplicity: 2
HOMO-LUMO gap (alpha / beta): 0.1931 / 0.2170 hartree
ΔE to the lowest compared entry with this formula, charge and spin: 0.000 eV
Calculated total energy: -171402.300 eV
Total charge: -2

=====

[2]
Molecular formula: C31H43MoN3PSi3
Method: DFT, wB97M-V/def2-TZVPD

The geometry in XYZ format:
```
82
Properties=species:S:1:pos:R:3:forces:R:3:lowdin_charge:R:1
Mo 0.1030 0.5695 0.2859 0.01 -0.58 0.45 1.2594
N 2.8181 0.5065 1.8569 -0.03 0.07 0.08 -0.0922
P 2.3981 -0.5878 0.6224 0.00 0.04 -0.07 0.9886
C 2.7179 -2.2739 1.0914 -0.05 0.00 0.07 -0.3531
C 1.7360 -2.9608 1.8162 0.10 0.18 -0.11 -0.1071
C 1.9947 -4.2347 2.2855 -0.06 -0.01 0.02 -0.0387
C 3.2304 -4.8213 2.0354 -0.01 -0.03 0.02 -0.0180
C 4.2127 -4.1376 1.3307 0.02 0.03 -0.02 -0.0276
C 3.9662 -2.8595 0.8561 -0.04 -0.03 0.05 -0.0637
C 3.4900 -0.1221 -0.7250 0.08 -0.09 0.03 -0.3981
C 3.6359 -1.0025 -1.8061 0.00 0.04 0.04 -0.1080
C 4.4136 -0.6373 -2.8909 -0.01 -0.01 0.00 -0.0316
C 5.0462 0.6018 -2.9093 0.01 0.01 -0.01 -0.0228
C 4.8990 1.4798 -1.8454 0.00 0.01 0.02 -0.0397
C 4.1186 1.1259 -0.7534 -0.03 -0.02 0.00 -0.0879
C 1.8777 0.7992 2.8435 -0.06 -0.09 -0.13 -0.3571
C 2.2443 1.0730 4.1566 -0.03 -0.01 -0.01 0.0289
C 1.2532 1.3013 5.0860 -0.09 -0.01 -0.03 0.0082
C -0.0854 1.2238 4.6927 0.10 0.00 0.03 -0.0093
C -0.3654 0.9709 3.3757 0.06 0.04 0.05 -0.1162
N 0.5943 0.7910 2.4401 0.11 0.11 -0.10 -0.0404
H 3.7832 0.5146 2.1680 0.01 0.01 0.02 0.1345
H 0.7856 -2.4740 2.0077 0.02 -0.13 0.04 0.0640
H 1.2429 -4.7739 2.8457 0.00 0.00 0.00 0.1227
H 3.4307 -5.8201 2.3998 0.00 0.00 0.00 0.1289
H 5.1744 -4.6000 1.1548 0.00 0.00 -0.01 0.1276
H 4.7379 -2.3262 0.3173 0.01 0.00 -0.02 0.1138
H 3.1595 -1.9758 -1.7908 0.01 -0.02 0.00 0.1183
H 4.5407 -1.3227 -3.7180 0.00 0.00 0.00 0.1266
H 5.6642 0.8781 -3.7532 0.00 0.00 0.00 0.1281
H 5.4054 2.4355 -1.8568 0.00 0.00 0.00 0.1235
H 4.0257 1.8092 0.0812 0.00 0.01 -0.01 0.0943
H 3.2893 1.0826 4.4356 0.00 0.00 -0.01 0.1351
H 1.5120 1.5118 6.1151 0.00 0.00 0.00 0.1375
H -0.8878 1.3533 5.4044 -0.01 0.00 -0.01 0.1298
H -1.3814 0.8764 3.0325 -0.01 0.04 -0.02 0.0591
C -2.4813 -0.5193 -2.8617 0.00 -0.08 0.02 -0.1295
Si -1.3488 0.5796 -1.9019 -0.08 0.14 -0.09 0.5103
C -1.4169 2.3333 -2.5168 -0.04 0.02 0.09 -0.1514
C 0.4452 -0.0159 -2.0422 0.22 -0.08 -0.05 -0.2241
C -1.6628 0.0592 0.1696 -0.12 0.16 -0.32 -0.5333
Si -2.3268 -1.7745 0.5098 0.15 -0.07 0.12 0.4642
C -4.1291 -1.8801 0.0974 0.02 0.03 0.00 -0.1419
C -1.2399 -2.9574 -0.4368 -0.07 0.02 -0.02 -0.1495
C -2.0497 -2.0055 2.3386 -0.07 -0.05 -0.01 -0.1541
Si -2.8195 1.5984 0.7062 0.10 -0.02 0.05 0.5593
C -3.6535 1.4253 2.3592 0.02 -0.03 -0.02 -0.1375
C -4.1648 1.7858 -0.5587 -0.01 0.03 -0.01 -0.1405
C -1.5419 3.0145 0.6833 0.00 -0.07 -0.03 -0.2918
C -1.8537 4.3496 0.8847 -0.02 -0.06 0.00 -0.0179
C -0.8616 5.3200 0.8122 0.06 -0.01 -0.01 0.0086
C 0.4371 4.9299 0.5245 -0.05 0.05 0.01 0.0015
C 0.7019 3.5880 0.3249 -0.06 0.00 0.01 -0.0956
N -0.2569 2.6564 0.4071 0.09 0.18 -0.04 -0.1294
H -2.1217 -0.5033 -3.8958 0.01 0.02 0.01 0.0743
H -3.4905 -0.1056 -2.8728 0.00 0.01 0.02 0.0580
H -2.5348 -1.5558 -2.5443 0.01 -0.01 0.01 0.0263
H -1.6111 2.2845 -3.5929 0.00 -0.01 0.00 0.0721
H -0.4619 2.8387 -2.3698 0.01 0.00 -0.01 0.0477
H -2.1982 2.9543 -2.0844 0.04 0.02 -0.03 0.0356
H 0.6795 0.4269 -3.0208 -0.11 0.10 0.01 0.0974
H 0.5075 -1.1002 -2.1450 0.07 0.01 0.05 0.0623
H 1.3580 0.3087 -1.4926 -0.21 0.13 -0.19 -0.0126
H -4.3757 -1.7002 -0.9476 0.01 0.01 -0.02 0.0404
H -4.7329 -1.2172 0.7204 0.00 0.00 0.00 0.0417
H -4.4411 -2.9021 0.3349 -0.02 0.00 -0.02 0.0663
H -1.2271 -2.8126 -1.5161 0.00 -0.01 0.00 0.0264
H -1.6284 -3.9656 -0.2637 0.02 -0.01 0.01 0.0661
H -0.2088 -2.9528 -0.0751 0.00 0.02 0.00 0.0175
H -2.7131 -1.3995 2.9559 0.01 0.00 0.01 0.0340
H -1.0220 -1.8136 2.6504 -0.05 0.03 0.01 0.0092
H -2.2742 -3.0496 2.5774 0.01 0.00 0.01 0.0657
H -3.8925 0.3927 2.6150 0.00 0.01 0.00 0.0368
H -4.6100 1.9486 2.2720 0.01 0.02 0.00 0.0674
H -3.1106 1.8801 3.1851 -0.03 0.01 0.03 0.0427
H -4.9049 0.9950 -0.4201 0.01 -0.01 0.02 0.0573
H -3.8826 1.8142 -1.6063 -0.04 -0.01 0.00 0.0164
H -4.6690 2.7322 -0.3346 -0.01 0.00 -0.02 0.0712
H -2.8771 4.6328 1.0986 0.00 0.02 0.00 0.1300
H -1.0990 6.3635 0.9717 0.00 0.00 0.00 0.1367
H 1.2368 5.6533 0.4491 0.01 -0.01 0.00 0.1324
H 1.7025 3.2446 0.0853 0.01 -0.01 0.01 0.1157
```
Positions in Å, forces in eV/Å.

Results
HOMO-LUMO gap: 0.2752 hartree
Calculated total energy: -72070.623 eV
Total charge: +3

=====

- Which value of total charge does entry 2 give?
  +3

=====

- The lowest total charge belongs to which entry?
  C31H43F6HgN6O5S7Si2Te

=====

- Number 1 is which compound?
  C31H43F6HgN6O5S7Si2Te

=====

- Among the records above, which one has the lowest calculated total energy?
  C31H43F6HgN6O5S7Si2Te